# 1
Computed, not measured: a cluster of 5 separate species, C16H44N5O7 in total in a non-equilibrium geometry, with ωB97M-V with the def2-TZVPD basis set.

Geometry as XYZ:
```
72
Properties=species:S:1:pos:R:3:forces:R:3
N -27.7073 -4.6174 -0.4646 -1.0 0.9 -3.0
O -28.2618 -4.5255 0.6131 -0.5 0.1 3.5
O -27.2052 -3.6603 -1.0013 2.3 3.7 0.1
O -27.8309 -5.5772 -1.1809 -0.3 -4.2 -0.5
C -24.9492 -8.6194 5.5025 1.0 0.7 -1.5
C -25.9637 -7.7104 6.0948 0.2 0.9 -0.5
C -26.7547 -6.8205 5.1144 1.3 1.0 0.5
O -25.9028 -6.0096 4.2681 -0.6 -1.2 0.7
C -26.6993 -5.2191 3.4047 -0.1 -0.3 -0.8
N -26.8785 -8.5267 6.8076 -1.6 -0.7 1.1
H -25.3800 -9.2997 4.7679 -0.2 -0.1 0.0
H -24.4468 -9.1899 6.2837 0.2 0.1 -0.1
H -24.2641 -7.9731 4.9537 0.6 -0.4 0.0
H -25.4497 -7.0603 6.8028 0.0 0.2 0.1
H -27.2706 -6.0441 5.6794 -0.7 -0.5 0.4
H -27.4745 -7.4584 4.6015 0.0 0.1 -0.6
H -27.0023 -5.8035 2.5358 0.4 0.1 -0.5
H -26.1257 -4.3350 3.1265 -0.1 -0.1 -0.2
H -27.6832 -4.9335 3.7765 0.2 0.3 0.9
H -26.3411 -9.3149 7.1395 0.0 -0.1 0.6
H -27.4878 -8.9789 6.1411 -0.5 0.0 -0.2
C -31.1582 -0.7853 1.7324 0.2 0.1 0.6
C -29.6436 -0.9225 1.6888 -0.3 -0.9 -1.9
C -29.1254 -1.9694 2.6283 0.5 -0.6 2.8
O -29.6794 -1.7952 3.9170 -0.6 1.4 2.6
C -28.9613 -2.4172 4.9625 -0.6 -0.7 0.0
N -29.2167 -1.4176 0.3561 0.0 0.6 0.4
H -31.4289 -0.6503 2.7796 -0.4 0.1 -0.1
H -31.6326 -1.6926 1.3584 0.0 -0.2 0.1
H -31.5303 0.0444 1.1314 0.2 0.1 0.0
H -29.1454 0.0394 1.8095 -0.1 0.0 0.7
H -28.0564 -1.8836 2.8232 0.5 0.1 -0.9
H -29.3327 -3.0356 2.5370 0.0 -0.1 -1.9
H -29.3923 -2.2922 5.9558 -0.5 0.9 -0.2
H -27.9137 -2.1310 5.0561 0.2 0.0 -0.4
H -29.0702 -3.4995 4.8928 0.5 -0.4 -0.5
H -28.6461 -2.2155 0.5969 0.4 -0.5 -1.1
H -30.0396 -1.7629 -0.1169 0.1 -0.3 -0.2
C -29.6281 -8.2832 2.4648 -0.1 -1.1 1.2
C -30.5501 -7.1283 2.2091 1.6 1.0 -1.0
C -30.5111 -5.9681 3.2289 -1.6 -1.8 0.6
O -31.7188 -5.2546 2.8657 0.4 2.1 1.7
C -32.2300 -4.2361 3.8524 1.1 -1.1 -1.4
N -30.0500 -6.6421 0.8909 -0.9 0.5 0.9
H -28.5780 -7.9910 2.4623 0.1 0.2 -0.6
H -29.8469 -9.0581 1.7302 0.4 0.1 -0.2
H -29.7072 -8.7833 3.4300 -0.5 0.0 0.4
H -31.5899 -7.4093 2.0422 0.0 -0.2 0.5
H -29.5273 -5.5256 3.3853 -0.1 1.2 -1.3
H -30.5801 -6.3759 4.2373 -0.9 -0.4 0.5
H -33.1116 -3.7582 3.4253 -0.2 -0.6 -0.1
H -31.5501 -3.3952 3.9893 0.5 -0.2 0.1
H -32.4291 -4.7429 4.7967 -0.1 0.1 0.0
H -30.3539 -5.6791 0.9092 -0.6 0.4 -0.9
H -29.0758 -6.4200 1.0380 0.6 -0.4 -0.4
C -25.5289 -7.5070 0.3946 -0.2 1.8 -1.5
C -25.9766 -8.3460 -0.8285 2.5 1.4 1.2
C -25.0265 -9.5373 -1.1092 -0.5 0.1 -0.3
O -25.5943 -10.2982 -2.1910 0.6 0.0 0.3
C -24.7713 -11.3060 -2.8140 -1.4 1.2 0.7
N -27.2925 -8.8154 -0.5837 -0.6 -2.0 0.0
H -26.1820 -6.6360 0.3417 -0.9 -0.2 0.3
H -24.6713 -6.8964 0.1123 1.0 -0.7 0.6
H -25.5900 -7.8411 1.4304 0.4 -0.6 -0.2
H -25.9389 -7.6151 -1.6362 -0.2 -0.2 -0.4
H -25.0411 -10.0915 -0.1707 0.0 -0.7 0.2
H -23.9723 -9.3356 -1.2991 0.0 0.6 -0.3
H -25.5455 -11.8961 -3.3044 0.5 -0.4 -0.2
H -24.2288 -11.8737 -2.0580 0.2 -0.2 -0.1
H -24.1219 -10.8264 -3.5464 0.3 -0.2 0.0
H -27.4010 -8.9343 0.4134 -0.3 0.8 0.6
H -27.0885 -9.7866 -0.7714 -1.5 -0.8 -0.8
```
Forces are in eV/Å.

Calculated values
**HOMO**: -0.169 Eh
**F_max**: 0.0839 Eh/bohr
**ΔE to the lowest compared entry with this formula, charge and spin**: 63.9 kcal/mol
**Charge**: -1
**E_LUMO**: 2.602 eV

# 2
Computed, not measured: a structure of composition C16H45AsBBr2IN4O6P in a non-equilibrium geometry, with ωB97M-V with the def2-TZVPD basis set.

Geometry as XYZ:
```
77
Properties=species:S:1:pos:R:3:forces:R:3
C -2.8233 1.0662 1.9411 -0.1 0.0 0.2
C -3.8791 2.0987 1.5620 0.0 -0.1 0.0
Br -2.9659 3.8754 1.6696 0.0 0.1 0.1
C -4.4955 1.7644 0.2347 0.3 0.0 -0.1
Br -5.3255 3.2616 -0.6839 -0.1 0.0 0.0
As -5.9520 0.2006 0.5680 -0.9 -0.2 0.7
C -7.1916 -1.4243 0.9009 0.1 0.0 0.3
N -7.0334 -1.9002 2.2766 0.0 0.1 0.0
B -7.5070 1.5639 0.9839 0.3 0.0 0.0
N -7.7634 2.0531 2.3385 -0.3 0.3 -0.5
O -8.3375 1.9896 -0.0229 -0.4 -0.3 0.2
P -4.1469 -1.3313 -0.3545 0.4 0.2 -0.3
O -5.0838 -2.1590 -1.4729 0.0 -0.1 -0.1
I -3.6799 -3.1161 1.2882 -0.1 -0.1 0.0
H -2.6951 1.0330 3.0218 0.0 0.0 0.0
H -3.1181 0.0689 1.6204 -0.1 0.0 0.0
H -1.8614 1.3159 1.4961 0.0 -0.1 -0.1
H -4.6442 2.1741 2.3322 0.0 0.1 0.0
H -3.7311 1.4154 -0.4573 0.0 0.0 -0.1
H -5.4446 0.0988 2.0520 0.1 -0.1 -0.1
H -6.3611 0.2170 -1.0367 0.2 -0.1 -0.1
H -6.9609 -2.2195 0.1917 0.0 0.1 -0.1
H -8.2262 -1.0854 0.7583 0.0 0.0 -0.3
H -7.8709 -1.7916 2.8268 0.0 -0.1 0.0
H -6.7241 -2.8592 2.3283 0.1 0.0 0.0
H -8.3882 2.8561 2.2789 -0.1 0.0 0.1
H -8.2715 1.3538 2.8700 0.5 -0.1 0.3
H -8.2680 1.4067 -0.7893 0.4 0.3 -0.2
H -5.5583 -1.4763 -1.9772 -0.2 -0.1 0.2
C -1.0173 -0.1635 -1.8483 -0.1 0.0 0.0
O -1.0337 -1.5485 -1.5966 0.4 0.0 -0.1
C -1.2966 -2.3597 -2.7280 -0.2 -0.1 0.1
C -0.0876 -3.2176 -3.0292 0.1 0.0 0.0
N 1.0204 -2.3941 -3.4949 0.0 0.0 0.1
C 2.3001 -3.0800 -3.5841 0.0 0.1 0.0
C 2.9183 -3.5878 -2.2851 0.1 -0.1 0.0
O 3.2826 -2.5563 -1.3870 0.0 0.0 0.0
C 2.2637 -2.1515 -0.4836 0.1 0.2 0.1
H -0.9305 0.3366 -0.8843 0.0 0.0 0.0
H -0.1734 0.1347 -2.4859 0.0 0.0 0.0
H -1.9479 0.1670 -2.3208 0.0 0.0 0.0
H -1.5672 -1.7444 -3.5922 0.1 0.0 0.0
H -2.1498 -3.0021 -2.4901 0.0 0.0 0.0
H -0.3350 -3.9548 -3.7997 0.0 0.0 0.0
H 0.1487 -3.7655 -2.1059 0.0 -0.1 0.0
H 1.1175 -1.6118 -2.8594 0.0 0.0 -0.1
H 3.0138 -2.3875 -4.0394 0.0 0.0 0.0
H 2.1983 -3.9286 -4.2701 0.0 0.0 0.0
H 3.8425 -4.1146 -2.5410 0.0 0.0 0.0
H 2.2674 -4.3098 -1.7778 0.0 0.0 0.0
H 1.5990 -2.9783 -0.2220 0.0 0.0 -0.1
H 1.6660 -1.3321 -0.8912 -0.1 -0.1 0.0
H 2.7487 -1.7912 0.4241 0.1 0.0 0.0
C 3.1861 1.3492 0.8005 0.1 0.0 0.0
O 4.3174 0.4994 0.8655 -0.1 0.1 0.0
C 5.0769 0.4589 -0.3390 0.1 -0.3 0.0
C 6.4405 1.0752 -0.1194 0.0 0.1 0.0
N 6.3444 2.5143 0.0794 0.0 -0.1 0.1
C 7.5873 3.1555 0.4830 -0.1 0.1 0.0
C 8.1685 2.7841 1.8423 0.1 0.0 0.0
O 7.3767 3.1997 2.9379 0.0 0.0 0.0
C 6.3753 2.2904 3.3531 0.0 0.0 0.0
H 2.6239 1.2252 1.7239 0.0 0.0 0.0
H 3.4839 2.3989 0.7008 -0.1 0.0 0.0
H 2.5417 1.0846 -0.0434 0.0 0.0 0.0
H 4.5488 0.9603 -1.1551 0.0 0.1 0.0
H 5.1977 -0.5926 -0.6126 0.0 0.0 0.0
H 7.0657 0.8829 -0.9973 0.0 0.0 0.0
H 6.8970 0.5570 0.7366 0.0 -0.1 -0.1
H 5.6365 2.6982 0.7793 0.0 0.0 0.0
H 7.4204 4.2357 0.4805 0.0 0.0 0.0
H 8.3452 2.9493 -0.2810 0.0 0.0 0.0
H 9.1245 3.3048 1.9466 0.0 0.0 0.0
H 8.3791 1.7098 1.9170 -0.1 0.0 0.0
H 6.6782 1.2539 3.1769 0.0 0.0 0.0
H 5.4199 2.4606 2.8492 0.0 0.0 0.0
H 6.2247 2.4362 4.4225 0.0 0.0 0.0
```
Forces are in eV/Å.

Calculated values
**HOMO**: -0.116 Eh
**F_max**: 0.0224 Eh/bohr
**Charge**: -1
**E_LUMO**: 2.309 eV